The following is a quantum chemistry calculation of a cluster of 2 separate species, C2H5BrClN in total at a distorted geometry, from the Open Molecules 2025 dataset.

## Properties
- LUMO level (alpha / beta) (eV) = -0.124 / -0.301
- net charge = 0
- electronic energy (a.u.) = -3168.00853
- energy relative to the best compared isomer or geometry (same formula, charge and spin) (kJ/mol) = 438.7

XYZ file:
```
10
Properties=species:S:1:pos:R:3:forces:R:3:mulliken_charge:R:1
C -1.009884 -0.644037 0.480540 -0.8 -0.4 -2.8 -0.75
C 1.025921 0.354041 -0.305146 0.1 2.2 1.5 0.07
N -0.026104 -0.422867 -0.582525 -0.1 -0.3 -0.8 -0.22
Cl 1.818171 1.083111 -1.661547 0.0 -0.2 -0.1 -0.14
Br 2.219808 -0.239454 1.039787 0.1 0.0 0.2 -0.10
H -0.370220 -1.006057 1.206222 0.5 -0.2 2.6 0.30
H -1.580629 0.282850 0.589092 0.3 0.0 0.8 0.36
H -1.689105 -1.482157 0.215442 0.4 0.6 -0.1 0.25
H -0.069926 2.056703 0.441845 1.0 -1.3 -0.4 0.03
H -0.318033 0.017867 -1.423710 -1.4 -0.3 -1.0 0.20
```
Forces are in eV/Å.

The following is a quantum chemistry calculation of a cluster of 2 separate species, C2H5BrFPS2 in total at a distorted geometry, from the Open Molecules 2025 dataset.

## Properties
- SMILES string = S=PBr.FCCS
- LUMO level (eV) = -1.239
- net charge = 0
- electronic energy (a.u.) = -3890.82208
- energy relative to the best compared isomer or geometry (same formula, charge and spin) (kJ/mol) = 11.9

XYZ file:
```
12
Properties=species:S:1:pos:R:3:forces:R:3:mulliken_charge:R:1
S 3.270194 1.848457 1.057665 0.0 -0.5 -0.8 -0.22
P 3.234652 0.697773 -0.479783 0.2 0.6 0.9 0.33
Br 4.010969 -1.311003 0.166486 0.0 0.0 -0.1 -0.17
F 0.749290 -0.195419 -0.298964 0.3 0.1 -0.6 -0.17
C -0.411696 -0.427464 0.407787 -0.4 -0.2 0.4 -0.19
C -1.612013 -0.459859 -0.520149 0.0 0.5 0.2 -0.69
S -2.171400 1.190971 -1.070684 0.2 -0.2 -0.3 -0.18
H -0.484272 0.370082 1.153678 -0.1 -0.2 0.0 0.26
H -0.279642 -1.395204 0.900937 -0.1 0.1 0.0 0.24
H -1.362904 -0.999731 -1.432725 0.0 -0.1 0.1 0.33
H -2.445393 -0.953519 -0.022601 0.1 -0.1 0.0 0.35
H -2.497780 1.634919 0.138355 -0.1 0.1 0.3 0.11
```
Forces are in eV/Å.

The following is a quantum chemistry calculation of the ion C2H5BrNO with charge +1 at a distorted geometry, from the Open Molecules 2025 dataset.

## Properties
- SMILES string = [NH3+]CC(=O)Br
- LUMO level (eV) = -4.225
- net charge = +1
- electronic energy (a.u.) = -2782.93178
- energy relative to the best compared isomer or geometry (same formula, charge and spin) (kJ/mol) = 12.5

XYZ file:
```
10
Properties=species:S:1:pos:R:3:forces:R:3:mulliken_charge:R:1
N -0.356711 -0.984323 -0.027643 0.8 -3.0 0.0 -0.36
C 0.206103 0.032197 -0.882428 1.2 2.1 -0.7 -0.19
C 0.105280 -0.245328 -2.380202 -0.6 -2.3 0.9 0.32
O 0.347838 0.428866 -3.279418 0.2 0.7 -0.4 -0.26
Br -0.529251 -2.218423 -2.624457 0.3 0.8 -0.4 -0.23
H 0.087344 -1.965980 -0.150323 -0.1 1.9 0.2 0.35
H -1.237882 -1.220561 -0.438284 -1.6 -0.1 0.1 0.32
H -0.424009 -0.790299 0.968981 0.0 0.4 0.1 0.37
H -0.304342 0.992255 -0.729249 -0.1 -0.3 0.1 0.33
H 1.261330 0.229499 -0.662043 -0.1 -0.3 0.0 0.35
```
Forces are in eV/Å.

- Which of these has the highest net charge?
  C2H5BrNO

- Number 1 is which compound?
  C2H5BrClN

- Which formula does entry 1 have?
  C2H5BrClN